No. 1
DFT (ωB97M-V/def2-TZVPD) results for C4H8OS as an isolated structure at a distorted geometry.

The calculation puts the LUMO energy at 0.92 eV. For the energy above the lowest of the compared OMol25 structures with the same formula, charge and spin, the calculation gives 44.3 kcal/mol. The value obtained for the HOMO-LUMO gap is 9.685 eV. As for the max |F|: 3.552 eV Å⁻¹.

Structure (ORCA input):
```
! wB97M-V def2-TZVPD RIJCOSX def2/J DEFGRID3
* xyz 0 1
C -2.4192 0.2630 -0.0033
C 0.4273 -0.1924 0.3523
C 1.2488 0.8235 -0.3111
C 1.6922 -1.1419 0.0552
H -2.1943 1.3569 -0.1333
H -2.7065 0.1114 1.0476
H -3.2841 0.1032 -0.6392
H 0.1696 0.1246 1.3854
H 0.8508 1.0275 -1.3604
H 1.4504 1.8041 0.1918
H 1.9848 -1.6970 0.9425
H 1.3744 -1.7589 -0.7570
O 2.4200 0.0188 -0.3481
S -1.0141 -0.8427 -0.4225
*
```



No. 2
DFT (ωB97M-V/def2-TZVPD) results for the molecule C4H8OS at a distorted geometry.

The calculation puts the LUMO energy at 0.55 eV. For the energy above the lowest of the compared OMol25 structures with the same formula, charge and spin, the calculation gives 79.5 kcal/mol. Its SMILES is O[C@H]1C[C@@H](S)C1. The value obtained for the HOMO-LUMO gap is 9.393 eV. As for the max |F|: 5.715 eV Å⁻¹.

Structure (ORCA input):
```
! wB97M-V def2-TZVPD RIJCOSX def2/J DEFGRID3
* xyz 0 1
O -0.6733 -1.1211 -1.3696
C 0.5710 -1.1899 -0.6938
C 1.1274 0.3097 -0.7232
C 0.6623 0.5223 0.6419
S -0.9391 1.2564 0.6639
C 0.5280 -0.9143 0.8975
H -1.6124 -1.7063 -0.9027
H 1.1603 -2.0684 -1.2197
H 0.7576 1.1004 -1.4702
H 2.2356 0.2944 -0.6681
H 1.2686 1.2950 1.3273
H -1.5384 0.4027 -0.2387
H 1.2595 -1.7306 1.3690
H -0.4504 -1.0869 1.4020
*
```



No. 3
DFT (ωB97M-V/def2-TZVPD) results for C4H8OS as an isolated structure at a distorted geometry.

The calculation puts the LUMO energy (alpha / beta) at 0.13 / 0.13 eV. For the energy above the lowest of the compared OMol25 structures with the same formula, charge and spin, the calculation gives 70.8 kcal/mol. The value obtained for the HOMO-LUMO gap (alpha / beta) is 7.932 / 7.933 eV. As for the max |F|: 3.974 eV Å⁻¹.

Structure (ORCA input):
```
! wB97M-V def2-TZVPD RIJCOSX def2/J DEFGRID3
* xyz 0 1
C 1.2625 -1.0612 -0.4249
C 0.4331 -0.1525 0.3521
C -2.0683 0.2328 0.1930
C -0.6568 0.7625 -0.2101
O 3.5778 -0.1387 0.6201
S 2.6128 0.3386 -0.3234
H 1.6737 -1.9671 0.0338
H 1.1458 -1.0560 -1.5266
H 0.4856 -0.1009 1.4049
H -2.0341 -0.8936 0.3475
H -2.8958 0.3810 -0.5667
H -2.4174 0.6655 1.1178
H -0.5460 1.8599 0.2465
H -0.5731 1.1298 -1.2640
*
```



No. 4
DFT (ωB97M-V/def2-TZVPD) results for the molecule C4H8OS at a distorted geometry.

The calculation puts the LUMO energy at 0.77 eV. For the energy above the lowest of the compared OMol25 structures with the same formula, charge and spin, the calculation gives 29.8 kcal/mol. Its SMILES is O[C@H]1C[C@@H](S)C1. The value obtained for the HOMO-LUMO gap is 9.299 eV. As for the max |F|: 1.953 eV Å⁻¹.

Structure (ORCA input):
```
! wB97M-V def2-TZVPD RIJCOSX def2/J DEFGRID3
* xyz 0 1
O -1.5688 0.4873 0.6477
C -0.2529 0.8831 0.2889
C 0.8053 -0.0679 0.9109
C 0.8030 -0.8607 -0.4251
S -0.3632 -2.1829 -0.1807
C 0.1235 0.3449 -1.1039
H -2.1602 1.2314 0.5288
H -0.1303 1.9460 0.5258
H 0.4967 -0.6700 1.7503
H 1.7350 0.4404 1.1221
H 1.7917 -1.1695 -0.8382
H -1.3924 -1.3989 0.1451
H 0.8364 0.9491 -1.6241
H -0.7240 0.0679 -1.7475
*
```